(1)
This record from the Open Molecules 2025 dataset describes one molecule with the formula C4H5NO2. The level of theory is ωB97M-V/def2-TZVPD.

Cartesian coordinates (Å):
O (-1.620, -1.585, -1.234)
C (-0.899, -0.754, -0.763)
C (-0.250, -0.846, 0.597)
C (0.909, 0.135, 0.791)
N (0.707, 1.427, 0.155)
C (0.002, 1.445, -0.883)
O (-0.649, 0.389, -1.484)
H (0.089, -1.879, 0.707)
H (-1.044, -0.695, 1.340)
H (1.829, -0.291, 0.374)
H (1.094, 0.299, 1.857)
H (-0.168, 2.353, -1.456)

Results
**HOMO energy**: -10.66 eV
**Net charge**: 0
**ΔE to the lowest compared entry with this formula, charge and spin**: 42.8 kJ/mol
**Kohn-Sham gap**: 11.43 eV
**SMILES string**: O=C1CCN=CO1
**E_tot**: -360.6531 a.u.

***

(2)
This record from the Open Molecules 2025 dataset describes one molecule with the formula C21H22O9. The level of theory is ωB97M-V/def2-TZVPD.

Cartesian coordinates (Å):
C (-5.015, 4.264, -0.951)
O (-4.453, 3.049, -0.503)
C (-3.129, 2.772, -0.622)
C (-2.757, 1.593, 0.020)
C (-1.447, 1.143, -0.001)
C (-1.038, -0.089, 0.677)
C (-1.734, -0.700, 1.668)
C (-1.259, -1.907, 2.297)
O (-1.886, -2.477, 3.201)
C (0.018, -2.398, 1.791)
C (0.610, -3.566, 2.328)
O (-0.031, -4.244, 3.296)
C (1.849, -3.980, 1.841)
O (2.564, -5.066, 2.248)
C (2.201, -5.760, 3.423)
C (2.487, -3.262, 0.796)
O (3.677, -3.797, 0.451)
C (4.517, -3.182, -0.500)
C (1.887, -2.128, 0.246)
O (2.482, -1.390, -0.769)
C (1.835, -1.481, -2.025)
C (0.660, -1.697, 0.768)
O (0.133, -0.571, 0.226)
C (-0.492, 1.878, -0.704)
C (-0.841, 3.043, -1.364)
O (0.047, 3.775, -2.100)
C (1.383, 3.337, -2.178)
C (-2.167, 3.524, -1.316)
O (-2.563, 4.665, -1.968)
C (-1.732, 5.808, -1.920)
H (-6.072, 4.191, -0.696)
H (-4.578, 5.123, -0.437)
H (-4.904, 4.389, -2.029)
H (-3.535, 1.046, 0.524)
H (-2.659, -0.288, 2.029)
H (-0.874, -3.741, 3.488)
H (2.159, -5.094, 4.287)
H (2.991, -6.496, 3.567)
H (1.241, -6.268, 3.315)
H (5.448, -3.748, -0.460)
H (4.103, -3.246, -1.510)
H (4.710, -2.136, -0.255)
H (1.773, -2.521, -2.364)
H (2.451, -0.909, -2.717)
H (0.828, -1.058, -1.996)
H (0.522, 1.518, -0.727)
H (1.455, 2.347, -2.637)
H (1.889, 4.065, -2.811)
H (1.860, 3.320, -1.194)
H (-2.393, 6.655, -2.107)
H (-1.264, 5.921, -0.938)
H (-0.956, 5.774, -2.686)

Results
**HOMO energy**: -7.79 eV
**Net charge**: 0
**ΔE to the lowest compared entry with this formula, charge and spin**: 15.8 kJ/mol
**Kohn-Sham gap**: 7.79 eV
**SMILES string**: COc1cc(-c2cc(=O)c3c(O)c(OC)c(OC)c(OC)c3o2)cc(OC)c1OC
**E_tot**: -1490.4904 a.u.

***

(3)
This record from the Open Molecules 2025 dataset describes one molecule with the formula C2H6N6. The level of theory is ωB97M-V/def2-TZVPD.

Cartesian coordinates (Å):
N (2.093, -0.364, -0.210)
N (1.042, -1.279, 0.101)
C (-0.143, -0.734, 0.083)
N (-1.271, -1.454, 0.114)
N (-2.394, -0.636, -0.117)
C (-1.923, 0.566, -0.128)
N (-0.536, 0.598, 0.048)
N (0.166, 1.813, 0.049)
H (2.629, -0.335, 0.668)
H (2.751, -0.812, -0.837)
H (-1.375, -2.499, 0.017)
H (-2.577, 1.436, -0.297)
H (1.029, 1.779, -0.494)
H (0.507, 1.921, 1.002)

Results
**HOMO energy**: -7.87 eV
**Net charge**: 0
**ΔE to the lowest compared entry with this formula, charge and spin**: 110.6 kJ/mol
**Kohn-Sham gap**: 8.87 eV
**SMILES string**: N/N=c1/[nH]ncn1N
**E_tot**: -408.2538 a.u.

***

(4)
This record from the Open Molecules 2025 dataset describes C16H29BrN5O2S5Sc as an isolated structure. The level of theory is ωB97M-V/def2-TZVPD.

Cartesian coordinates (Å):
Sc (0.572, -0.198, 0.215)
S (1.306, 0.185, 3.108)
S (2.759, -1.002, 3.472)
S (4.079, -1.136, 1.884)
S (3.457, -0.149, 0.364)
C (-0.391, -1.185, -4.293)
C (-0.438, -0.816, -2.793)
N (0.829, -0.177, -2.358)
C (1.943, -1.106, -2.685)
C (2.077, -1.298, -4.211)
N (0.892, -0.635, -4.861)
C (0.953, 0.852, -4.630)
C (1.046, 1.082, -3.102)
H (-1.208, -0.745, -4.859)
H (-0.387, -2.259, -4.463)
H (-0.590, -1.705, -2.191)
H (-1.258, -0.131, -2.592)
H (1.746, -2.044, -2.177)
H (2.873, -0.705, -2.294)
H (2.074, -2.344, -4.504)
H (2.966, -0.825, -4.620)
H (0.916, -0.821, -5.861)
H (0.051, 1.278, -5.062)
H (1.814, 1.237, -5.169)
H (0.299, 1.809, -2.802)
H (2.026, 1.470, -2.831)
C (-1.102, -2.941, 3.695)
N (-1.803, -2.327, 2.558)
C (-2.008, -3.246, 1.429)
C (-1.947, -1.010, 2.421)
S (-1.974, -0.263, 0.845)
N (-2.121, -0.247, 3.511)
C (-2.765, -0.749, 4.738)
C (-2.049, 1.217, 3.454)
H (-0.363, -3.627, 3.283)
H (-1.769, -3.501, 4.348)
H (-0.576, -2.184, 4.269)
H (-2.195, -4.233, 1.851)
H (-1.132, -3.275, 0.788)
H (-2.875, -2.942, 0.852)
H (-3.232, -1.709, 4.557)
H (-3.548, -0.045, 5.015)
H (-2.064, -0.829, 5.568)
H (-1.187, 1.554, 2.890)
H (-1.966, 1.579, 4.478)
H (-2.941, 1.640, 2.991)
Br (-1.734, 2.411, -1.163)
C (-0.262, 3.099, -0.199)
C (-0.256, 4.468, -0.006)
C (0.805, 5.027, 0.684)
C (1.813, 4.194, 1.138)
C (1.712, 2.842, 0.893)
N (0.682, 2.261, 0.236)
H (-1.066, 5.072, -0.392)
H (0.841, 6.096, 0.856)
H (2.668, 4.578, 1.679)
H (2.486, 2.176, 1.237)
O (0.981, -1.741, 1.100)
O (0.538, -1.978, -0.291)

Results
**HOMO energy (alpha / beta)**: -13.39 / -13.38 eV
**Net charge**: +2
**ΔE to the lowest compared entry with this formula, charge and spin**: 17.5 kJ/mol
**Kohn-Sham gap (alpha / beta)**: 5.90 / 6.02 eV
**E_tot**: -6376.5176 a.u.

***

(5)
This record from the Open Molecules 2025 dataset describes a 2-piece molecular cluster, C5H13NO overall. The level of theory is ωB97M-V/def2-TZVPD.

Cartesian coordinates (Å):
C (1.163, -0.610, -0.779)
N (1.409, 0.337, 0.332)
C (1.670, 1.650, -0.380)
C (0.411, 2.537, -0.188)
C (-0.656, 1.566, 0.308)
C (0.264, 0.633, 1.146)
H (2.097, -0.902, -1.270)
H (0.743, -1.504, -0.300)
H (0.436, -0.149, -1.458)
H (1.776, 1.499, -1.464)
H (2.470, 2.343, -0.040)
H (0.600, 3.300, 0.571)
H (0.102, 3.112, -1.088)
H (-1.575, 1.825, 0.825)
H (-1.117, 0.968, -0.498)
H (-0.300, -0.184, 1.598)
H (0.457, 1.103, 2.131)
O (-3.023, -5.925, -0.043)
H (-3.331, -5.046, 0.187)
H (-3.597, -6.554, 0.410)

Results
**HOMO energy**: -8.65 eV
**Net charge**: 0
**ΔE to the lowest compared entry with this formula, charge and spin**: 184.3 kJ/mol
**Kohn-Sham gap**: 9.50 eV
**SMILES string**: CN1CCCC1.O
**E_tot**: -328.2486 a.u.

***

(6)
This record from the Open Molecules 2025 dataset describes a 2-piece molecular cluster, H4O2 overall. The level of theory is ωB97M-V/def2-TZVPD.

Cartesian coordinates (Å):
O (-0.528, -1.636, -0.973)
H (-0.791, -2.577, -0.885)
H (-0.385, -1.301, -0.018)
O (0.875, 2.035, 0.466)
H (0.482, 2.196, 1.336)
H (0.347, 1.284, 0.075)

Results
**HOMO energy**: -11.61 eV
**Net charge**: 0
**ΔE to the lowest compared entry with this formula, charge and spin**: 33.2 kJ/mol
**Kohn-Sham gap**: 12.12 eV
**SMILES string**: O.O
**E_tot**: -152.8623 a.u.

***

(7)
This record from the Open Molecules 2025 dataset describes one molecule with the formula C20H25ClN4O3. The level of theory is ωB97M-V/def2-TZVPD.

Cartesian coordinates (Å):
C (-3.058, -2.185, 1.845)
C (-3.767, -2.284, 0.499)
C (-3.905, -3.740, 0.038)
C (-3.034, -1.527, -0.547)
N (-1.764, -1.257, -0.625)
C (-1.665, -0.575, -1.807)
C (-0.381, 0.007, -2.286)
N (0.111, 0.913, -1.271)
C (0.229, 2.239, -1.491)
O (0.172, 2.735, -2.596)
C (0.411, 3.107, -0.245)
C (-0.926, 3.806, 0.024)
C (-1.979, 2.756, 0.344)
C (-1.554, 1.743, 1.386)
O (-2.377, 1.060, 1.971)
N (-0.227, 1.596, 1.628)
C (0.166, 0.734, 2.729)
C (0.452, -0.708, 2.290)
C (1.692, -0.869, 1.456)
C (2.936, -0.454, 1.921)
C (4.071, -0.599, 1.145)
C (3.967, -1.176, -0.111)
Cl (5.383, -1.356, -1.088)
C (2.743, -1.617, -0.585)
C (1.615, -1.463, 0.202)
C (0.836, 2.383, 1.027)
N (-2.809, -0.440, -2.409)
O (-3.709, -1.061, -1.601)
H (-2.094, -2.685, 1.796)
H (-2.908, -1.143, 2.115)
H (-3.660, -2.664, 2.612)
H (-4.765, -1.841, 0.570)
H (-2.922, -4.195, -0.072)
H (-4.468, -4.304, 0.778)
H (-4.427, -3.796, -0.914)
H (0.347, -0.790, -2.467)
H (-0.547, 0.574, -3.204)
H (0.092, 0.548, -0.331)
H (1.169, 3.856, -0.494)
H (-1.227, 4.381, -0.853)
H (-0.812, 4.495, 0.865)
H (-2.245, 2.202, -0.561)
H (-2.899, 3.219, 0.707)
H (-0.669, 0.714, 3.435)
H (1.037, 1.175, 3.218)
H (0.550, -1.313, 3.195)
H (-0.411, -1.070, 1.732)
H (3.025, -0.017, 2.905)
H (5.031, -0.273, 1.512)
H (2.679, -2.081, -1.556)
H (0.659, -1.816, -0.156)
H (1.171, 3.135, 1.757)
H (1.685, 1.721, 0.824)

Results
**HOMO energy**: -9.09 eV
**Net charge**: 0
**ΔE to the lowest compared entry with this formula, charge and spin**: 0.0 kJ/mol
**Kohn-Sham gap**: 9.73 eV
**SMILES string**: CC(C)c1nc(CNC(=O)[C@H]2CCC(=O)N(CCc3ccc(Cl)cc3)C2)no1
**E_tot**: -1682.1064 a.u.